No. 1
Computed, not measured: a structure of composition C54H44N5RuS3Sb at a distorted geometry, with the ωB97M-V functional and the def2-TZVPD basis.

Last column: Löwdin charge in e.
Geometry (Å):
Ru 1.0945 0.0132 0.3191  1.102
C 4.6952 1.7155 2.0142  0.000
C 3.3518 1.4936 1.6633  -0.082
N 2.9408 0.3299 1.1924  -0.022
C 3.8359 -0.6648 1.0369  -0.166
C 5.1709 -0.5495 1.3838  -0.123
C 5.5979 0.7008 1.8793  0.024
C 6.0282 -1.7029 1.2564  0.005
C 5.5290 -2.8844 0.8407  0.005
C 4.1426 -3.0075 0.4537  -0.123
C 3.5610 -4.2037 -0.0190  0.029
C 2.2482 -4.2112 -0.3842  -0.001
C 1.5130 -3.0135 -0.3217  -0.080
N 2.0414 -1.8835 0.0970  0.023
C 3.3277 -1.8920 0.5109  -0.160
H 4.9852 2.6814 2.4031  0.123
H 2.5978 2.2584 1.7941  0.089
H 6.6366 0.8404 2.1568  0.131
H 7.0739 -1.6055 1.5214  0.125
H 6.1627 -3.7613 0.7763  0.125
H 4.1603 -5.1046 -0.0758  0.132
H 1.7612 -5.1113 -0.7358  0.125
H 0.4873 -2.9750 -0.6187  0.057
S -3.7462 6.2903 1.4633  0.630
C -3.0249 4.8166 1.5059  -1.099
S -1.5841 4.4991 2.4247  0.979
C -1.5176 2.8577 1.8439  -1.085
N -2.5008 2.5577 1.0626  0.019
N -3.3460 3.6397 0.8862  -0.129
C -4.4336 3.4193 -0.0251  -0.205
C -4.2113 2.6353 -1.1492  -0.017
C -5.2387 2.4301 -2.0574  -0.075
C -6.4838 3.0072 -1.8438  -0.081
C -6.6977 3.7696 -0.7043  -0.065
C -5.6764 3.9766 0.2142  -0.042
S -0.2762 1.7618 2.3851  0.608
H -3.2438 2.1842 -1.3049  0.085
H -5.0607 1.8216 -2.9368  0.104
H -7.2843 2.8577 -2.5576  0.105
H -7.6702 4.2085 -0.5180  0.110
H -5.8518 4.5583 1.1084  0.086
N 1.2961 1.7571 -0.2011  -0.046
C 1.9483 2.5375 -0.9573  -0.255
C 2.1337 3.9846 -0.6156  -0.175
C 3.2365 4.6748 -1.1153  -0.034
C 3.4357 6.0062 -0.7719  -0.064
C 2.5314 6.6543 0.0574  -0.064
C 1.4347 5.9640 0.5639  -0.055
C 1.2443 4.6313 0.2360  -0.035
C 2.5067 2.0056 -2.2479  -0.189
C 2.3013 2.7265 -3.4203  -0.038
C 2.7197 2.2037 -4.6385  -0.060
C 3.3565 0.9706 -4.6887  -0.072
C 3.5616 0.2496 -3.5191  -0.063
C 3.1282 0.7640 -2.3054  -0.037
H 3.9474 4.1718 -1.7593  0.117
H 4.2963 6.5378 -1.1588  0.109
H 2.6800 7.6971 0.3097  0.111
H 0.7228 6.4653 1.2082  0.103
H 0.4053 4.0817 0.6324  0.047
H 1.7962 3.6841 -3.3836  0.127
H 2.5442 2.7620 -5.5490  0.111
H 3.6948 0.5735 -5.6378  0.109
H 4.0547 -0.7145 -3.5544  0.107
H 3.2822 0.2013 -1.3971  0.076
C -3.7011 -3.1374 3.2583  -0.063
C -4.1697 -3.1979 1.8205  -0.313
C -5.2447 -4.0214 1.4881  -0.046
C -5.7522 -4.0659 0.1976  -0.074
C -5.2043 -3.2615 -0.7905  -0.082
C -4.1185 -2.4535 -0.4840  -0.142
C -3.5697 -2.4393 0.8021  -0.361
Sb -1.8928 -1.1775 1.2439  1.529
C -0.6123 -2.7819 1.9787  -0.340
C -0.8974 -4.1108 1.6398  -0.154
C -0.1043 -5.1674 2.0655  -0.081
C 1.0115 -4.9052 2.8466  -0.079
C 1.2868 -3.6006 3.2320  -0.054
C 0.4797 -2.5292 2.8345  -0.313
C 0.8061 -1.1547 3.3938  -0.116
C -1.1368 -0.8825 -0.8087  -0.363
C -0.9823 0.4845 -1.1171  -0.252
C -0.6960 0.9210 -2.4235  -0.087
C -0.5224 -0.0012 -3.4180  -0.051
C -0.7020 -1.3645 -3.1410  -0.031
C -1.0287 -1.8262 -1.8852  -0.312
C -1.3712 -3.2961 -1.7612  -0.064
H -4.5088 -3.4161 3.9346  0.084
H -3.3760 -2.1305 3.5333  0.057
H -2.8637 -3.8140 3.4435  0.075
H -5.6969 -4.6324 2.2625  0.114
H -6.5946 -4.7079 -0.0282  0.107
H -5.6215 -3.2604 -1.7908  0.106
H -3.7001 -1.8174 -1.2574  0.093
H -1.7791 -4.3332 1.0511  0.088
H -0.3602 -6.1853 1.7949  0.110
H 1.6516 -5.7150 3.1784  0.109
H 2.1366 -3.4043 3.8785  0.112
H 1.6912 -1.2002 4.0303  0.085
H -0.0264 -0.7698 3.9824  0.071
H 1.0075 -0.3908 2.6204  -0.055
H -1.2346 1.2195 -0.3699  0.021
H -0.6342 1.9825 -2.6357  0.116
H -0.2882 0.3192 -4.4269  0.114
H -0.6225 -2.0822 -3.9521  0.124
H -2.1969 -3.5410 -2.4295  0.098
H -1.6794 -3.5621 -0.7587  0.037
H -0.5352 -3.9333 -2.0604  0.086

Summary:
* ⟨S²⟩: 0.801
* HOMO-LUMO gap (alpha / beta): 5.860 / 4.998 eV
* net charge: +1
* HOMO level (alpha / beta): -9.6123 / -9.5024 eV
* spin multiplicity: 2


No. 2
Computed, not measured: a structure of composition C6H2AlN3O5Se3Te at a distorted geometry, with the ωB97M-V functional and the def2-TZVPD basis.

Last column: Löwdin charge in e.
Geometry (Å):
Al 6.7168 7.1406 4.6930  -0.223
Se 9.5532 7.1057 3.5812  -0.110
Se 10.4024 9.0094 4.4344  -0.330
Te 8.3816 10.7055 4.4137  0.107
Se 6.5296 9.4621 3.6354  -0.104
O 3.4976 5.4042 5.7810  0.072
C 4.4120 5.9506 5.1785  -0.428
O 5.1742 6.9713 5.6348  -0.066
C 5.0210 5.2997 3.8762  -0.414
O 4.4980 4.5650 3.0635  0.090
O 6.2971 5.7434 3.7049  -0.036
N 6.4018 5.7036 7.7617  0.198
C 7.5384 5.9099 7.1010  -0.395
O 7.7141 6.8718 6.2536  -0.031
C 8.6693 5.1344 7.5800  -0.226
C 9.8829 5.4466 7.0456  -0.269
N 10.9153 5.6734 6.5741  0.140
C 8.4566 4.0390 8.3836  -0.273
N 8.1868 3.0398 8.9382  0.089
H 6.2855 4.8143 8.2664  0.113
H 5.5412 6.1340 7.4367  0.097

Summary:
* HOMO-LUMO gap: 4.895 eV
* net charge: -2
* HOMO level: -0.6541 eV


What is the formula in the first record?
C54H44N5RuS3Sb


net charge of number 1 (C54H44N5RuS3Sb)?
+1


Among the records above, which one has the lowest net charge?
C6H2AlN3O5Se3Te


The lowest net charge belongs to which entry?
C6H2AlN3O5Se3Te